1.
Formula: C6H16
Source: the Open Molecules 2025 dataset
Level of theory: wB97M-V/def2-TZVPD

```
22
Properties=species:S:1:pos:R:3:lowdin_charge:R:1
H -1.185 0.074 1.208 0.1019
C -1.900 0.153 0.350 -0.3117
H -0.593 1.188 -1.193 0.0515
C 1.801 -0.344 -0.522 -0.3058
H -3.752 -0.172 1.586 0.0173
C -3.339 0.458 0.894 -0.1131
H 2.729 0.659 1.298 0.0798
H 1.808 -2.294 0.488 0.0726
H -3.990 0.179 0.069 0.0702
H 2.738 -2.229 -1.024 0.0720
H -3.396 1.466 1.402 0.0984
H -1.852 -0.792 -0.160 0.0871
C 3.026 0.236 0.302 -0.0954
H 3.744 -0.528 0.593 0.0604
H 1.093 -2.291 -1.212 0.0866
H -1.140 2.125 0.087 0.0597
H 0.836 0.088 -0.152 0.0665
C 1.854 -1.831 -0.498 -0.1624
H -2.319 1.651 -1.163 0.0879
H 1.851 0.023 -1.564 0.1028
C -1.455 1.311 -0.528 -0.1492
H 3.507 0.952 -0.256 0.0226
```

Output
Maximum force in hartree/bohr: 0.06086
Energy relative to the best compared isomer or geometry (same formula, charge and spin) in eV: 1.130
E_HOMO in eV: -11.03
LUMO energy in eV: 1.10
Molar mass in g mol⁻¹: 88.2
SMILES string: CCC.CCC
Frontier orbital gap in eV: 12.136
E in Ha: -238.15502

***

2.
Formula: C6H16
Source: the Open Molecules 2025 dataset
Level of theory: wB97M-V/def2-TZVPD

```
22
Properties=species:S:1:pos:R:3:lowdin_charge:R:1
H 3.920 0.058 0.826 0.0593
C -2.027 0.771 -0.509 -0.1017
H -3.395 -1.451 -0.514 0.0693
H -2.875 1.001 0.142 0.0795
H 4.091 1.260 -1.288 0.0587
C 2.988 0.364 0.360 -0.1695
H -2.224 -2.544 0.228 0.0662
H -1.278 1.564 -0.422 0.0705
H -2.071 -2.139 -1.495 0.0666
H 2.298 0.695 1.129 0.0524
H -0.809 0.380 1.760 0.0690
H 2.501 -0.470 -0.152 0.0576
C -1.129 -0.595 1.390 -0.0998
C 3.234 1.486 -0.652 -0.1741
H -2.049 -0.874 1.902 0.0775
H 3.421 2.436 -0.144 0.0604
H -2.374 0.764 -1.541 0.0720
C -2.349 -1.753 -0.517 -0.0814
H -0.525 -0.740 -0.740 0.1115
H -0.334 -1.288 1.663 0.0735
C -1.395 -0.569 -0.108 -0.4744
H 2.381 1.643 -1.317 0.0568
```

Output
Maximum force in hartree/bohr: 0.03286
Energy relative to the best compared isomer or geometry (same formula, charge and spin) in eV: 0.267
E_HOMO in eV: -11.10
LUMO energy in eV: 1.05
Molar mass in g mol⁻¹: 88.2
SMILES string: CC(C)C.CC
Frontier orbital gap in eV: 12.144
E in Ha: -238.18672

***

3.
Formula: C6H16
Source: the Open Molecules 2025 dataset
Level of theory: wB97M-V/def2-TZVPD

```
22
Properties=species:S:1:pos:R:3:lowdin_charge:R:1
C -2.440 -0.787 -1.979 -0.1100
H 0.662 -0.598 0.918 0.0813
H -1.911 -1.669 -2.305 0.0595
C 1.655 -0.252 0.630 -0.3435
H -2.173 -0.488 0.758 0.0750
H -2.866 -0.297 -2.851 0.0673
H -1.309 1.093 0.746 0.0547
H 1.690 1.774 1.339 0.0739
C -2.030 0.462 0.235 -0.1278
H 1.787 -0.862 -0.267 0.0973
H -3.223 -1.213 -1.351 0.0666
C -1.549 0.157 -1.179 -0.3234
H 2.702 1.412 -0.080 0.0699
H 2.670 -1.847 1.764 0.0673
H -0.530 -0.230 -1.083 0.0714
H 0.942 1.558 -0.284 0.0523
H 3.632 -0.380 1.628 0.0669
H -1.352 1.097 -1.703 0.0987
H -2.970 0.999 0.292 0.0670
H 2.259 -0.426 2.684 0.0720
C 1.740 1.254 0.388 -0.1043
C 2.614 -0.759 1.698 -0.1321
```

Output
Maximum force in hartree/bohr: 0.02480
Energy relative to the best compared isomer or geometry (same formula, charge and spin) in eV: 0.393
E_HOMO in eV: -11.17
LUMO energy in eV: 1.13
Molar mass in g mol⁻¹: 88.2
SMILES string: CCC.CCC
Frontier orbital gap in eV: 12.298
E in Ha: -238.18208

***

4.
Formula: C6H16
Source: the Open Molecules 2025 dataset
Level of theory: wB97M-V/def2-TZVPD

```
22
Properties=species:S:1:pos:R:3:lowdin_charge:R:1
H 2.930 -0.384 0.246 0.0732
H -0.265 -0.324 -1.898 0.0576
C -0.079 -1.126 2.201 -0.1025
H -0.206 -2.186 2.371 0.0590
C 1.960 -0.921 0.321 -0.1327
H -1.110 2.547 0.256 0.0986
H -0.376 -0.536 3.043 0.0561
H 2.100 -1.907 -0.143 0.0612
H -2.611 1.145 -1.271 0.1159
H -1.732 2.167 -2.240 0.1008
C -1.224 0.120 -2.249 -0.1430
H -1.003 0.305 -3.302 0.0633
H 1.800 -0.098 2.294 0.0901
C 1.422 -1.008 1.768 -0.2975
H 0.354 1.940 -0.643 0.0577
C -0.635 1.723 -0.360 -0.1150
H 1.355 -0.396 -0.475 0.0406
H 2.101 -1.763 2.288 0.1090
H -0.604 0.800 0.251 0.0444
H -1.902 -0.730 -2.382 0.0716
H -0.747 -0.748 1.419 0.0442
C -1.529 1.382 -1.496 -0.3526
```

Output
Maximum force in hartree/bohr: 0.07877
Energy relative to the best compared isomer or geometry (same formula, charge and spin) in eV: 1.502
E_HOMO in eV: -10.62
LUMO energy in eV: 1.12
Molar mass in g mol⁻¹: 88.2
SMILES string: CCC.CCC
Frontier orbital gap in eV: 11.741
E in Ha: -238.14135

***

5.
Formula: C6H16
Source: the Open Molecules 2025 dataset
Level of theory: wB97M-V/def2-TZVPD

```
22
Properties=species:S:1:pos:R:3:lowdin_charge:R:1
H -1.251 -2.488 -1.310 0.0545
H 0.239 0.305 -1.738 0.0679
H 2.243 1.532 0.967 0.0635
H -0.234 1.992 -1.884 0.0712
C 0.313 1.374 0.069 -0.4747
H 2.330 1.356 -0.778 0.0771
H -2.373 -2.944 0.000 0.0607
H -0.529 -1.514 1.116 0.0434
H 0.102 3.621 -0.095 0.0718
C 0.050 2.787 0.609 -0.0925
C 1.826 0.989 0.116 -0.0775
C -0.381 -2.540 0.757 -0.1650
H -0.060 0.666 0.820 0.0955
H -1.366 0.670 -1.239 0.0681
C -1.345 -2.991 -0.345 -0.1655
H -0.935 2.736 1.074 0.0742
H -0.535 -3.256 1.555 0.0609
H 0.661 -2.417 0.462 0.0564
H -1.086 -4.020 -0.611 0.0606
H 0.775 3.102 1.365 0.0655
H 1.924 -0.057 0.374 0.0575
C -0.371 1.097 -1.285 -0.0735
```

Output
Maximum force in hartree/bohr: 0.03739
Energy relative to the best compared isomer or geometry (same formula, charge and spin) in eV: 0.742
E_HOMO in eV: -10.81
LUMO energy in eV: 1.06
Molar mass in g mol⁻¹: 88.2
SMILES string: CC(C)C.CC
Frontier orbital gap in eV: 11.866
E in Ha: -238.16925

***

6.
Formula: C6H16
Source: the Open Molecules 2025 dataset
Level of theory: wB97M-V/def2-TZVPD

```
22
Properties=species:S:1:pos:R:3:lowdin_charge:R:1
H -1.044 1.896 -0.427 0.0642
C -1.523 0.573 1.231 -0.2982
H 2.043 0.729 -1.026 0.0935
C -1.166 1.948 0.652 -0.1196
C 0.927 -1.037 -1.595 -0.1144
H 3.000 -0.560 -1.625 0.0942
H -2.110 2.489 0.787 0.0711
H 0.582 -0.664 -2.554 0.0731
H -2.930 0.528 -0.440 0.0700
H -0.352 2.495 1.116 0.0650
C 2.157 -0.355 -0.961 -0.3087
H 2.725 -1.823 0.658 0.0676
H 0.090 -0.901 -0.905 0.0238
H -2.084 0.627 2.168 0.0965
H 1.085 -2.104 -1.400 0.0790
H -1.877 -0.886 -0.385 0.0449
C 2.336 -0.832 0.469 -0.1218
H 1.383 -0.821 1.003 0.0516
H -0.641 -0.044 1.350 0.0617
H 3.011 -0.175 1.011 0.0667
C -2.446 -0.184 0.238 -0.1229
H -3.166 -0.898 0.634 0.0627
```

Output
Maximum force in hartree/bohr: 0.04072
Energy relative to the best compared isomer or geometry (same formula, charge and spin) in eV: 0.762
E_HOMO in eV: -11.16
LUMO energy in eV: 1.18
Molar mass in g mol⁻¹: 88.2
SMILES string: CCC.CCC
Frontier orbital gap in eV: 12.338
E in Ha: -238.16853

***

7.
Formula: C6H16AgN6O
Source: the Open Molecules 2025 dataset
Level of theory: wB97M-V/def2-TZVPD

```
30
Properties=species:S:1:pos:R:3:lowdin_charge:R:1
H 3.640 2.791 0.150 0.0964
N -1.720 0.214 1.371 0.0473
H -2.718 0.324 1.527 0.0643
H 0.482 2.489 0.972 0.1277
H 2.730 2.037 -1.164 0.1057
Ag -0.769 -1.976 1.431 0.7190
H 1.924 3.103 0.004 0.0771
N 2.473 1.188 0.745 -0.1641
C -2.126 -2.663 -1.432 -0.5801
H 3.929 -0.202 0.052 0.1060
N 1.085 -0.633 1.208 0.0723
C 1.255 0.619 0.973 -0.4262
H -2.217 -0.793 -0.680 0.0610
H -1.440 3.417 1.099 0.1085
H -1.581 -3.744 -3.171 0.0968
O -1.527 -3.136 -0.473 -0.0527
C -2.490 -3.488 -2.632 0.0127
H -2.986 -0.964 -2.237 0.1143
H -2.945 -4.419 -2.310 0.0949
C 3.664 0.383 0.938 -0.0474
N 0.200 1.518 1.007 0.1518
C 2.686 2.337 -0.112 -0.0345
N -1.859 2.505 1.052 0.1577
H 1.936 -1.175 1.106 0.0448
H -3.166 -2.965 -3.300 0.0794
N -2.481 -1.372 -1.468 0.1777
H -2.854 2.474 1.205 0.1133
C -1.150 1.349 1.180 -0.5134
H 3.535 -0.273 1.797 0.0939
H 4.490 1.054 1.161 0.0955
```

Output
Maximum force in hartree/bohr: 0.01650
Total charge: +1
E_HOMO in eV: -12.37
LUMO energy in eV: -2.63
Molar mass in g mol⁻¹: 296.1
Frontier orbital gap in eV: 9.735
E in Ha: -788.81272

***

8.
Formula: C6H16ClCoO2
Source: the Open Molecules 2025 dataset
Level of theory: wB97M-V/def2-TZVPD

```
26
Properties=species:S:1:pos:R:3:lowdin_charge:R:1
C -1.288 1.233 2.250 -0.4911
H 1.693 -2.230 -0.971 0.0684
C 1.724 -2.128 -2.062 -0.0671
H 1.169 -2.966 -2.483 0.0775
H -2.239 0.529 0.419 0.0583
H 0.161 2.126 3.605 0.0846
C 1.648 0.372 -1.710 -0.0568
H 2.737 0.469 -1.748 0.0856
H -0.833 1.513 0.142 0.0725
H 2.765 -2.122 -2.381 0.0878
H 0.431 2.484 1.928 0.0845
H -1.041 -0.711 2.018 -0.0132
H -2.189 1.276 2.874 0.1361
H -0.881 3.283 2.810 0.0887
C -0.359 2.336 2.669 -0.0613
C 1.115 -0.805 -2.503 -0.4697
H -2.353 2.280 0.671 0.0893
Co -1.502 -4.492 1.167 0.8609
Cl -1.511 -2.560 0.299 0.3070
C -1.704 1.413 0.792 -0.0539
O -0.329 -0.822 -2.366 -0.0808
O -0.552 0.016 2.410 -0.0710
H 1.440 0.225 -0.644 0.0749
H -0.534 -1.323 -1.572 -0.0352
H 1.181 1.298 -2.035 0.0832
H 1.251 -0.692 -3.578 0.1408
```

Output
Spin multiplicity: 4
<S²>: 3.759
Maximum force in hartree/bohr: 0.03638
Total charge: +1
E_HOMO (spin up / spin down) in eV: -12.75 / -12.73
LUMO energy (spin up / spin down) in eV: -7.99 / -9.13
Molar mass in g mol⁻¹: 214.6
Frontier orbital gap (spin up / spin down) in eV: 4.762 / 3.599
E in Ha: -2231.23108

***

9.
Formula: C6H16F2NS2
Source: the Open Molecules 2025 dataset
Level of theory: wB97M-V/def2-TZVPD

```
27
Properties=species:S:1:pos:R:3:lowdin_charge:R:1
H -1.837 -1.018 2.152 0.0731
C 0.009 -0.284 1.226 -0.2559
S 5.523 0.861 -2.289 0.8696
C -1.851 2.048 1.232 -0.0870
H -2.486 -1.557 -0.933 0.0739
H -2.171 1.383 -0.758 0.1191
S 3.776 0.901 -1.240 0.6461
H 0.986 -0.713 0.974 0.1032
H -0.770 0.039 -2.038 0.1062
H -1.480 -2.217 -2.211 0.0750
C -1.458 -1.803 -1.200 -0.0803
H 0.250 0.540 1.904 0.1002
F 6.246 -0.375 -1.697 -0.2349
H -2.807 2.574 1.233 0.0780
H -2.674 0.222 0.459 0.1044
C -0.540 -0.580 -1.163 -0.2679
H -1.691 1.665 2.241 0.0673
H -0.362 -1.446 3.006 0.0769
H 0.495 -0.913 -1.320 0.0931
H -1.069 2.775 1.007 0.0771
C -0.798 -1.320 2.013 -0.0767
F 6.344 2.022 -1.683 -0.2292
H -1.106 -2.597 -0.543 0.0585
H -0.781 -2.298 1.535 0.0568
C -1.880 0.933 0.196 -0.2713
H 2.725 0.884 -2.121 -0.0698
N -0.594 0.275 0.019 -0.2054
```

Output
Maximum force in hartree/bohr: 0.03381
Total charge: +1
E_HOMO in eV: -10.63
LUMO energy in eV: -5.80
Molar mass in g mol⁻¹: 204.3
Frontier orbital gap in eV: 4.837
E in Ha: -1288.68794

***

10.
Formula: C6H16FO2Rb2
Source: the Open Molecules 2025 dataset
Level of theory: wB97M-V/def2-TZVPD

```
27
Properties=species:S:1:pos:R:3:lowdin_charge:R:1
H -4.368 -2.199 16.647 0.0823
H -6.736 -1.814 13.509 0.0957
H -9.960 -0.961 13.382 0.0721
H -6.266 -1.030 15.780 0.1416
H -9.966 2.368 12.372 0.0804
C -6.295 -2.118 15.641 -0.4686
H -10.225 1.806 14.573 0.1260
H -11.368 -0.145 14.251 0.0730
H -8.632 2.919 13.260 0.0754
H -4.342 -2.289 14.981 0.0922
C -9.049 2.001 12.849 -0.0399
F -9.426 -1.288 16.639 -0.7701
O -8.518 0.523 14.619 -0.0899
C -7.023 -2.405 14.380 -0.0658
C -4.914 -2.682 15.840 -0.0499
H -8.774 0.087 15.446 0.0110
H -4.887 -3.767 15.842 0.0884
H -8.085 -2.218 14.557 0.0387
H -7.723 -2.112 16.979 0.0056
Rb -9.840 -4.072 16.406 0.9652
O -7.016 -2.751 16.761 -0.1582
H -8.386 1.493 12.156 0.0842
C -10.546 -0.056 13.543 -0.0433
C -9.637 1.103 13.964 -0.4768
H -6.925 -3.435 14.013 0.0901
Rb -9.558 0.827 18.399 0.9600
H -10.970 0.029 12.534 0.0808
```

Output
Maximum force in hartree/bohr: 0.05145
Energy relative to the best compared isomer or geometry (same formula, charge and spin) in eV: 0.902
Total charge: +1
E_HOMO in eV: -12.27
LUMO energy in eV: -3.40
Molar mass in g mol⁻¹: 310.1
Frontier orbital gap in eV: 8.877
E in Ha: -536.57003